# C5H9BrN5O

The ion C5H9BrN5O with charge +1 at a distorted geometry (ωB97M-V with the def2-TZVPD basis set, the OMol25 dataset).

XYZ file:
```
21
Properties=species:S:1:pos:R:3:forces:R:3
C -0.405740 1.954160 0.563264 -0.41 -1.50 -1.54
C -0.416960 -1.669245 -1.567450 -0.63 0.84 0.15
C 1.263823 0.133430 0.786936 -2.95 0.89 -2.98
C 0.192514 -0.916262 0.760535 -1.00 0.05 1.58
C -1.939432 -0.326299 -0.304882 1.54 -1.53 -1.98
N 1.807213 -2.470503 -2.026333 3.40 -3.86 0.26
N 0.909102 -1.796426 -1.722428 -2.63 3.49 0.31
N 0.786959 1.493152 0.848860 2.47 2.28 0.63
N -0.749856 -0.929623 -0.320054 -2.13 0.83 -0.83
N -0.596089 3.253182 0.653776 1.26 0.39 1.14
O -1.192515 -1.792474 -2.472706 -0.28 -0.24 0.37
Br -2.815458 0.201857 1.174657 -0.64 -0.15 0.19
H 1.722629 -0.059391 1.646287 2.52 -0.84 3.46
H 1.886229 -0.057490 -0.059955 0.79 0.33 -0.54
H 0.693339 -1.833987 0.697506 0.87 -1.49 0.02
H -0.350979 -0.980171 1.719507 0.04 0.31 -0.47
H -2.432499 -0.404823 -1.338262 0.35 0.37 1.72
H 1.673891 -3.479541 -1.700238 0.03 0.50 -0.83
H 1.593715 2.196085 0.969977 -1.41 -1.21 0.07
H -1.421453 3.629677 0.325708 -2.05 0.49 -0.73
H -0.208433 3.854690 1.365296 0.89 0.05 -0.02
```
Positions in Å, forces in eV/Å.

As for the charge: +1. The spin multiplicity is 1. The calculation puts the orbital gap at 6.6 eV. The calculation puts the HOMO energy at -11.6891 eV. For the total energy, the calculation gives -3118.52537 Ha.

# C6H4

An isolated molecule of C6H4 at a distorted geometry (ωB97M-V with the def2-TZVPD basis set, the OMol25 dataset).

XYZ file:
```
10
Properties=species:S:1:pos:R:3:forces:R:3
C -0.318196 1.087762 0.056089 -0.01 2.26 -0.76
C -1.388310 0.076496 -0.025913 -1.77 1.90 1.51
C 0.921501 0.548842 -0.108377 0.68 -1.57 1.24
C 1.146664 -0.874389 -0.049900 -2.01 -0.46 -0.28
C -1.299120 -1.222777 0.019944 1.65 -1.08 -0.39
C 2.211793 -0.088417 -0.017891 -1.23 0.77 -0.69
H -0.478495 2.237551 0.130385 -0.23 -2.46 -0.25
H -2.489016 0.503339 0.166862 2.24 -1.11 -0.71
H -1.580421 -2.297876 -0.078830 0.43 1.60 0.11
H 3.273596 0.029467 -0.092372 0.26 0.16 0.23
```
Positions in Å, forces in eV/Å.

The spin multiplicity is 1. The calculation puts the orbital gap at 7.2 eV. The calculation puts the HOMO energy at -7.9568 eV. For the total energy, the calculation gives -230.72401 Ha.

# C13H22O5

An isolated molecule of C13H22O5 (ωB97M-V with the def2-TZVPD basis set, the OMol25 dataset).

XYZ file:
```
40
Properties=species:S:1:pos:R:3:forces:R:3
C 2.675592 -2.859510 -1.289118 -0.13 0.18 -0.19
H 3.292048 -3.398357 -2.005015 0.09 -0.06 -0.03
H 3.232205 -1.987697 -0.956225 0.13 0.05 0.08
H 2.502726 -3.503909 -0.431071 0.03 -0.10 0.11
C 1.353230 -2.460486 -1.940037 -0.11 -0.11 0.11
C 0.621061 -3.702256 -2.445215 0.12 0.28 -0.03
H -0.306217 -3.429304 -2.944182 -0.12 -0.02 -0.05
H 1.244287 -4.240533 -3.155329 0.03 -0.12 -0.06
H 0.385659 -4.374981 -1.624797 -0.05 -0.14 0.10
H 1.570082 -1.818603 -2.801723 -0.03 0.00 0.03
C 0.452127 -1.644063 -0.987437 0.14 0.30 -0.16
C 0.306984 -2.286965 0.354070 -0.08 0.25 0.32
C 0.315360 -1.585062 1.492897 -0.11 -0.12 -0.52
O 0.380923 -0.229825 1.581458 0.17 0.01 0.14
C 0.212920 0.463362 0.351967 -0.09 0.03 -0.74
O 0.713266 1.747769 0.491073 0.03 -0.25 -0.04
C 0.119775 2.545051 1.507995 -0.27 0.08 0.28
C -1.282440 3.049800 1.156545 0.46 -0.03 -0.34
C -1.285776 3.830782 -0.157173 -0.47 -0.07 0.11
H -0.603000 4.677490 -0.072699 0.09 0.06 -0.02
H -0.924232 3.185067 -0.959006 0.03 0.07 -0.06
C -2.672988 4.361285 -0.528849 0.48 0.28 0.06
O -3.588567 3.348412 -0.872285 -0.24 -0.45 0.01
H -3.713683 2.773805 -0.109455 -0.04 0.04 -0.07
H -2.599787 4.991972 -1.417767 -0.01 0.03 0.12
H -3.068809 4.970976 0.297130 0.05 0.03 -0.10
H -1.962668 2.196945 1.091400 -0.08 -0.02 0.08
H -1.624042 3.688511 1.974093 -0.05 -0.03 0.07
H 0.803323 3.390757 1.611818 -0.09 -0.04 0.08
H 0.095031 1.985119 2.448789 0.09 0.11 -0.06
C 0.970759 -0.218164 -0.785567 -0.31 0.04 0.33
H 0.854082 0.381307 -1.687328 0.00 0.01 -0.02
H 2.024703 -0.224679 -0.508939 0.07 0.02 0.00
H -0.872642 0.471013 0.123863 0.21 0.01 0.14
C 0.223895 -2.279032 2.798805 -0.03 -0.70 0.30
O 0.202706 -3.479128 2.925116 0.01 0.13 -0.08
O 0.165176 -1.442292 3.837565 0.00 0.56 0.28
H 0.121600 -1.947316 4.664978 0.01 -0.17 -0.31
H 0.206685 -3.356922 0.424146 0.00 -0.14 0.15
H -0.541353 -1.590338 -1.454488 0.06 0.00 0.00
```
Positions in Å, forces in eV/Å.

Its structure (SMILES) is CC(C)[C@H]1C=C(C(=O)O)O[C@@H](OCCCCO)C1. The spin multiplicity is 1. The calculation puts the orbital gap at 9.7 eV. The calculation puts the HOMO energy at -9.0483 eV. For the total energy, the calculation gives -884.75044 Ha.

# C26H24F3NO2S

A cluster of 2 separate species, C26H24F3NO2S in total at a distorted geometry (ωB97M-V with the def2-TZVPD basis set, the OMol25 dataset).

XYZ file:
```
57
Properties=species:S:1:pos:R:3:forces:R:3
C 5.758816 -3.194736 -2.588937 0.23 -0.13 -0.08
C 4.859273 -2.384457 -1.701687 -0.21 0.41 0.33
C 4.759734 -0.995086 -1.908211 -0.12 -0.48 -0.04
C 3.840940 -0.239803 -1.203045 -0.65 -0.04 0.89
C 3.003339 -0.826467 -0.203914 1.20 -1.00 -1.02
C 2.110896 -0.036939 0.590800 -0.65 0.08 1.69
S 2.145702 -0.321490 2.306706 -0.04 -0.09 -2.28
C 3.176079 1.078648 3.026588 0.15 -0.45 0.08
F 2.918009 1.180118 4.349771 0.31 0.32 -0.51
F 4.490224 0.837002 2.850026 -0.93 0.36 0.18
F 2.878232 2.264866 2.431853 0.17 -0.47 0.48
O 0.826841 -0.137305 2.889464 0.45 0.39 0.40
O 2.917508 -1.501998 2.622553 -0.50 0.60 0.51
C 3.133531 -2.232554 -0.001212 -0.10 0.75 -0.12
C 4.069087 -2.975167 -0.697128 0.40 0.26 -0.70
H 5.716754 -4.255299 -2.323103 0.07 0.13 -0.06
H 5.450979 -3.095376 -3.639754 0.07 -0.08 0.22
H 6.804219 -2.862232 -2.529772 -0.18 -0.09 0.02
H 5.433457 -0.511411 -2.623883 -0.33 -0.18 0.12
H 3.750331 0.842209 -1.350857 0.20 -0.36 -0.03
H 1.889473 0.985795 0.297291 0.37 -0.19 0.26
H 2.495080 -2.724283 0.725727 0.16 0.12 -0.16
H 4.200327 -4.036731 -0.469944 -0.17 0.26 -0.19
C -0.219986 2.700766 2.937486 0.57 0.37 0.15
C -1.263817 1.757052 2.541333 -0.44 -0.86 0.47
N -2.209248 1.395219 3.420295 0.82 0.27 -0.19
C -3.244276 0.701355 2.796646 -0.62 0.19 -0.93
C -2.933721 0.622507 1.415701 -0.19 0.13 0.81
C -3.971481 0.302119 0.548947 -0.35 -0.20 -0.30
C -5.237566 -0.012840 1.064076 0.20 0.09 0.30
C -5.500296 0.027537 2.442587 0.37 -0.12 0.06
C -4.490698 0.412077 3.330832 0.20 -0.14 -0.13
C -1.563907 1.170616 1.264255 -0.12 -0.02 -0.53
C -0.728260 1.173706 0.155923 -0.69 1.00 1.18
C -1.216982 0.774870 -1.152203 -0.27 -0.99 -1.31
C -1.725013 -0.533711 -1.337235 0.18 0.46 0.02
C -2.350751 -0.889100 -2.525130 0.08 0.22 0.16
C -2.542498 0.055808 -3.542320 0.18 0.12 0.26
C -3.327564 -0.338125 -4.760182 -0.07 0.00 -0.26
C -1.996897 1.342791 -3.392222 -0.16 -0.38 -0.11
C -1.293107 1.679969 -2.242483 0.18 -0.02 0.99
H 0.341707 3.025039 2.060824 0.09 -0.03 0.24
H -0.678090 3.584563 3.407517 0.07 -0.21 -0.19
H 0.460982 2.250964 3.671364 -0.08 0.01 -0.25
H -2.199760 1.656889 4.402931 0.02 -0.04 -0.42
H -3.813523 0.341697 -0.531017 -0.17 -0.14 0.45
H -6.044552 -0.282766 0.386246 0.20 0.11 0.08
H -6.487139 -0.234740 2.830636 0.32 0.13 -0.20
H -4.623945 0.509062 4.407353 -0.28 -0.05 -0.25
H 0.217562 1.689113 0.259426 -0.19 0.11 -0.18
H -1.642268 -1.246691 -0.514817 0.04 0.16 -0.28
H -2.740328 -1.903365 -2.651338 0.14 0.33 0.04
H -3.405896 0.490252 -5.469494 0.01 -0.13 0.07
H -2.854009 -1.185623 -5.270152 -0.05 0.17 0.06
H -4.343789 -0.656333 -4.494625 0.20 0.10 0.00
H -2.144695 2.082214 -4.188884 0.17 -0.32 0.35
H -0.855017 2.679802 -2.121609 -0.25 -0.42 -0.14
```
Positions in Å, forces in eV/Å.

The spin multiplicity is 1. The calculation puts the orbital gap at 4.3 eV. The calculation puts the HOMO energy at -6.0654 eV. For the total energy, the calculation gives -1908.07805 Ha.

Energy above the lowest of the compared OMol25 structures with the same formula, charge and spin readings, ordered: 0.0; 400.9; 13.1; 8.1 kJ/mol